ORCA calculation (ωB97M-V/def2-TZVPD) on a structure of composition C18H13IN9OSe2Sn in a non-equilibrium geometry.

Element x y z (Å)
Sn -0.26963 -0.00486 0.05366
Se 5.42048 5.25186 0.13303
N 5.39681 3.49080 -0.02452
C 4.13933 3.12224 -0.03915
C 3.71120 1.73557 -0.18915
C 4.61910 0.68463 -0.35361
C 4.13980 -0.59553 -0.52836
C 2.76977 -0.80965 -0.51826
N 1.89023 0.18103 -0.35326
C 2.35142 1.45095 -0.18592
C 1.38323 2.51971 -0.04598
N 0.09014 2.16913 -0.03032
C -0.88117 3.08804 -0.01406
C -0.57851 4.43972 0.02608
C 0.74986 4.82629 0.07540
C 1.75810 3.85632 0.03412
C 3.17914 4.16992 0.05884
N 3.65750 5.38594 0.15003
H 5.68034 0.90157 -0.35149
H 4.80925 -1.42953 -0.68298
H 2.36941 -1.79887 -0.64316
H -1.90410 2.73716 0.00155
H -1.37581 5.16921 0.03468
H 1.03196 5.87043 0.13431
I -0.23583 0.10207 2.71994
N -3.58124 -2.18672 0.60658
C -3.40388 -0.98976 0.06407
N -4.42718 -0.32421 -0.44085
O -2.21756 -0.48975 0.00820
H -4.50090 -2.58885 0.71249
H -2.82882 -2.61300 1.12195
H -5.37474 -0.66610 -0.37856
H -4.28903 0.58403 -0.85222
Se -0.64267 -2.96745 -3.18548
N -0.26468 -4.49453 -2.41750
C 0.12295 -4.25987 -1.17180
C 0.51229 -5.21033 -0.17769
C 0.81691 -4.73910 1.06521
C 0.77250 -3.33896 1.34199
N 0.45223 -2.44646 0.43547
C 0.13125 -2.88681 -0.79692
N -0.23242 -2.01784 -1.70976
H 0.56237 -6.26272 -0.42803
H 1.10755 -5.41423 1.85791
H 1.00801 -2.96688 2.33350

Its charge is +3. The total energy comes out at -6575.763014 Ha. The max |F| comes out at 2.74 eV Å⁻¹.

=====

ORCA calculation (ωB97M-V/def2-TZVPD) on a structure of composition C18H13N2O2RhSSe2Te3 in a non-equilibrium geometry.

Element x y z (Å)
Rh 0.38945 -0.44825 -0.57377
O 1.70604 1.05658 -0.68585
C 1.36844 2.27942 -0.94764
C 2.39100 3.16288 -1.38467
C 2.12266 4.46106 -1.73630
C 0.82160 4.97846 -1.64601
C -0.17682 4.16043 -1.17013
C 0.05899 2.82376 -0.80240
C -1.06887 2.06752 -0.30320
N -1.06101 0.82045 -0.05329
N -2.25266 0.25667 0.39489
C -2.19285 -1.03882 0.28541
O -1.20550 -1.73472 -0.18284
C -3.38659 -1.80321 0.75306
C -3.20190 -3.02601 1.38966
C -4.29870 -3.75473 1.83312
C -5.58691 -3.27365 1.62998
C -5.77134 -2.05460 0.98759
C -4.67490 -1.31726 0.55960
H 3.38456 2.74189 -1.47423
H 2.92782 5.09380 -2.09712
H 0.60666 5.99670 -1.94670
H -1.19401 4.53191 -1.08205
H -2.01290 2.58608 -0.14515
H -2.19120 -3.38980 1.53378
H -4.14656 -4.70081 2.33939
H -6.44279 -3.84970 1.96315
H -6.77497 -1.67940 0.82111
H -4.80680 -0.36599 0.06048
Se 1.82834 -2.00064 -1.56832
Te 3.69395 -0.76346 -2.45490
Te 1.28806 1.00267 -4.11900
Se -0.47311 -0.25517 -2.97268
Te 0.74413 -2.27801 1.79816
C 2.19678 -2.96870 3.18354
C 1.97846 -3.95740 4.11148
C 3.09185 -4.20622 4.97033
C 4.16269 -3.41434 4.68231
S 3.79844 -2.36378 3.37039
H 1.03500 -4.48637 4.16986
H 3.08597 -4.93800 5.76964
H 5.13114 -3.38034 5.15974

Its charge is -2. The max |F| comes out at 1.48 eV Å⁻¹. As for the energy relative to the best compared isomer or geometry (same formula, charge and spin): 182.2 kJ/mol.

=====

ORCA calculation (ωB97M-V/def2-TZVPD) on a structure of composition C18H14AsFeN2O11S.

Element x y z (Å)
Fe -0.51307 -0.03848 0.34732
O -0.47170 2.74522 -3.67563
C -0.37032 1.65802 -2.89674
O -1.11047 1.46674 -1.96769
C 0.68243 0.67670 -3.37115
O 1.19510 -0.13074 -2.35540
C 2.28536 0.45808 -1.59498
C 1.71511 1.60348 -0.73144
O 1.97315 2.75533 -1.04862
O 0.97171 1.23668 0.25546
H -1.13181 3.31677 -3.25490
H 0.17084 0.01457 -4.07558
H 1.46237 1.22754 -3.90778
H 2.58247 -0.56263 0.03689
H 3.00233 0.85079 -2.32249
O 1.67712 -2.35712 3.69055
As 0.80609 -0.90938 3.33779
O -0.41896 -0.68062 4.39261
O 0.29721 -1.05660 1.70660
C 2.06738 0.55352 3.47782
C 1.65717 1.58099 4.32080
C 2.48825 2.67158 4.54172
C 3.72754 2.72939 3.92058
C 4.13384 1.70399 3.07818
C 3.31208 0.61172 2.85628
S 3.90613 -0.72477 1.73666
O 5.22090 -0.19938 1.29321
O 4.04316 -1.86256 2.72158
O 2.87676 -0.54990 -0.89290
H 2.60616 -2.29394 3.32561
H 0.68872 1.50533 4.80022
H 2.16376 3.47402 5.19408
H 4.37564 3.58357 4.08469
H 5.08737 1.72386 2.56353
N -7.22958 1.98730 2.99046
C -6.18567 1.68430 2.60863
C -4.88784 1.31048 2.12025
C -3.85655 1.01500 3.00793
C -2.60374 0.65809 2.52514
C -2.34119 0.60238 1.15351
C -3.40299 0.88251 0.28340
C -4.65966 1.23264 0.74542
H -4.03728 1.05329 4.07531
H -1.83550 0.39415 3.24496
H -3.25592 0.81056 -0.78678
H -5.46830 1.43991 0.05466
N -1.76830 -2.26529 -1.62938
C -1.26797 -1.52273 -0.89695

The expectation value of S² is 8.76. Its charge is -2. The total energy comes out at -5529.263048 Ha. The max |F| comes out at 0.83 eV Å⁻¹. The multiplicity is 6.

=====

ORCA calculation (ωB97M-V/def2-TZVPD) on a structure of composition C18H14Cl3N3O2PtSSi.

Element x y z (Å)
Pt -0.07623 -0.37343 0.15543
N -3.37808 -2.69827 -0.39239
C -3.95560 -2.01042 0.65695
C -5.17097 -2.18568 1.30888
C -5.44837 -1.30794 2.33398
C -4.54390 -0.29497 2.68941
C -3.34324 -0.13033 2.03344
C -3.04948 -1.00885 0.99618
N -1.94375 -1.09806 0.13735
C -2.18500 -2.13072 -0.65377
C -1.25782 -2.62075 -1.66517
C -1.38856 -3.68102 -2.50853
S 0.03478 -3.84853 -3.42660
C 0.70563 -2.49119 -2.63572
N -0.07295 -1.94861 -1.75529
H -3.75215 -3.50597 -0.85623
H -5.86033 -2.97123 1.03037
H -6.37929 -1.40250 2.87670
H -4.79540 0.37181 3.50288
H -2.65257 0.64093 2.32446
H -2.21460 -4.36217 -2.62597
H 1.70365 -2.14176 -2.84792
C 3.67572 0.54244 -1.74568
C 2.78523 0.95025 -0.60892
O 1.90030 0.19057 -0.24289
C 3.05887 2.22128 0.09527
C 4.38059 2.61727 0.30451
C 4.67377 3.73786 1.05814
C 3.63085 4.48904 1.58925
C 2.31334 4.13629 1.35717
C 2.01881 3.00583 0.60377
O 0.73655 2.74522 0.30274
H 3.17318 -0.21790 -2.33727
H 4.59895 0.11349 -1.34975
H 3.93709 1.39911 -2.36386
H 5.18658 2.02218 -0.10532
H 5.70169 4.02265 1.23306
H 3.84713 5.36584 2.18576
H 1.49076 4.72344 1.74171
Cl 0.81314 -2.46041 1.34929
Si -0.48004 1.70673 0.73113
Cl -0.69059 2.14399 2.76368
Cl -2.13724 2.60759 -0.16239

The max |F| comes out at 0.83 eV Å⁻¹. As for the energy relative to the best compared isomer or geometry (same formula, charge and spin): 71.2 kJ/mol.

=====

ORCA calculation (ωB97M-V/def2-TZVPD) on a structure of composition C18H14ClFO4PTi.

Element x y z (Å)
Ti 2.13258 0.83727 -1.23716
C -3.64032 -1.63193 2.98062
C -3.88513 -0.29416 2.71813
C -3.14100 0.36947 1.75109
C -2.13792 -0.28934 1.04439
C -1.90529 -1.63867 1.31517
C -2.65014 -2.30452 2.27398
P -1.18626 0.71863 -0.15960
C 0.41909 0.85315 0.76158
C 1.23493 -0.25529 1.05511
C 2.42091 -0.09223 1.75750
C 2.80652 1.17064 2.19404
C 2.01069 2.27142 1.92114
C 0.82983 2.11408 1.20461
C -0.66635 -0.49854 -1.42994
C -1.58674 -1.42086 -1.92667
C -1.22880 -2.26944 -2.96251
C 0.04329 -2.19374 -3.51314
C 0.95106 -1.26419 -3.02626
C 0.62603 -0.39911 -1.97428
H -4.22133 -2.15614 3.72825
H -4.66155 0.23334 3.25686
H -3.34893 1.41235 1.54185
H -1.15107 -2.17602 0.75340
H -2.46376 -3.35251 2.47078
H 0.94066 -1.23963 0.71455
H 3.05401 -0.94838 1.94675
H 3.73725 1.29108 2.73210
H 2.31249 3.25941 2.24185
H 0.22291 2.97742 0.96335
H -2.58374 -1.48894 -1.50670
H -1.94247 -2.99124 -3.33923
H 0.32556 -2.85519 -4.32262
H 1.93931 -1.22040 -3.47444
O 2.38676 4.27914 -3.18710
Cl 2.59184 3.19950 -2.32375
O 3.62034 3.38145 -1.35512
O 2.85152 1.93070 -3.04098
O 1.35229 2.82530 -1.56560
F 3.59092 -0.14388 -0.98200

The expectation value of S² is 0.75. The total energy comes out at -2745.959202 Ha. The max |F| comes out at 0.99 eV Å⁻¹. The multiplicity is 2.